Record 1
Here is 10 unconnected molecules or ions with the total composition C57H51N9O19 from the OMol25 dataset. Energies are from ωB97M-V/def2-TZVPD.

Each line ends with the Mulliken charge.
Cartesian coordinates (Å):
C: 8.88 1.59 5.91  -0.55
C: 8.52 2.41 4.81  -0.48
C: 7.47 2.06 3.99  -0.26
C: 6.81 0.84 4.16  -0.09
C: 7.18 0.03 5.20  -0.07
C: 8.20 0.38 6.07  -0.55
N: 5.63 0.51 3.33  0.93
O: 5.25 1.30 2.50  -0.58
O: 5.19 -0.65 3.39  -0.54
H: 9.66 1.92 6.58  0.42
H: 9.10 3.30 4.63  0.37
H: 7.15 2.68 3.16  0.45
H: 6.71 -0.93 5.31  0.50
H: 8.45 -0.33 6.84  0.44
C: 2.76 -1.60 1.14  -0.42
C: 1.72 -2.45 1.52  -0.97
C: 0.42 -2.20 1.03  -0.46
C: 0.12 -1.03 0.28  -0.57
C: 1.13 -0.16 -0.10  0.31
C: 2.45 -0.45 0.36  -1.04
N: -1.23 -0.85 -0.21  1.07
O: -2.12 -1.46 0.30  -0.68
O: -1.42 -0.05 -1.11  -0.12
H: 3.80 -1.69 1.42  0.42
H: 1.93 -3.35 2.07  0.58
H: -0.32 -2.94 1.29  0.76
H: 1.08 0.66 -0.80  0.61
H: 3.25 0.19 0.03  0.53
C: -4.26 -1.81 -3.14  -0.06
C: -4.12 -2.65 -2.04  -0.49
C: -4.93 -3.76 -1.88  -0.42
C: -5.99 -4.07 -2.77  -0.37
C: -6.14 -3.15 -3.89  -0.79
C: -5.21 -2.09 -4.07  -1.09
N: -6.81 -5.32 -2.65  1.12
O: -7.39 -5.68 -3.68  -0.59
O: -6.87 -5.87 -1.56  -0.59
H: -3.62 -0.95 -3.31  1.16
H: -3.35 -2.54 -1.29  0.46
H: -4.71 -4.40 -1.03  0.72
H: -6.93 -3.32 -4.61  0.50
H: -5.40 -1.28 -4.76  0.45
C: -0.90 3.49 -2.65  -0.04
C: -0.95 4.86 -2.76  -0.81
C: -2.23 5.41 -3.01  -0.29
C: -3.39 4.57 -3.19  -0.38
C: -3.28 3.15 -3.10  -0.32
C: -2.02 2.63 -2.86  0.43
N: -4.70 5.24 -3.39  1.01
O: -5.69 4.50 -3.49  -0.54
O: -4.73 6.43 -3.36  -0.55
H: 0.03 2.99 -2.41  0.45
H: -0.05 5.45 -2.65  0.34
H: -2.30 6.49 -3.12  0.53
H: -4.14 2.53 -3.27  0.76
H: -1.92 1.56 -2.83  0.30
C: -1.80 -2.10 -5.62  -0.77
C: -1.71 -0.99 -6.47  -0.57
C: -1.07 0.17 -6.14  -0.91
C: -0.27 0.08 -4.94  0.20
C: -0.31 -1.01 -4.07  -0.33
C: -1.13 -2.05 -4.40  -0.07
N: 0.74 1.18 -4.75  1.15
O: 1.69 0.95 -4.03  -0.58
O: 0.69 2.19 -5.44  -0.64
H: -2.24 -3.05 -5.90  0.54
H: -2.24 -0.98 -7.41  0.40
H: -0.99 0.98 -6.85  0.59
H: 0.25 -0.99 -3.14  0.60
H: -1.22 -2.96 -3.82  0.44
C: -1.51 -6.36 1.02  -0.35
C: -2.76 -6.89 0.66  -0.74
C: -3.14 -6.79 -0.68  -0.16
C: -2.33 -6.14 -1.63  -0.23
C: -1.12 -5.58 -1.19  0.06
C: -0.68 -5.70 0.12  -0.81
N: -2.75 -5.92 -3.07  1.09
O: -3.87 -6.36 -3.33  -0.57
O: -2.09 -5.23 -3.90  -0.63
H: -1.23 -6.43 2.07  0.39
H: -3.38 -7.40 1.38  0.45
H: -4.08 -7.26 -0.94  0.43
H: -0.47 -5.02 -1.86  0.46
H: 0.29 -5.34 0.43  0.59
C: -0.12 2.87 2.05  -0.74
C: -0.06 4.02 2.85  -0.70
C: -1.01 5.03 2.66  -0.76
C: -2.01 4.94 1.68  -0.30
C: -2.16 3.76 0.89  0.17
C: -1.15 2.79 1.09  -0.45
N: -2.86 6.16 1.42  1.11
O: -3.66 6.04 0.49  -0.57
O: -2.69 7.17 2.09  -0.61
H: 0.63 2.10 2.20  0.68
H: 0.68 4.06 3.65  0.50
H: -0.91 5.92 3.27  0.50
H: -2.85 3.69 0.06  0.93
H: -1.09 1.95 0.40  0.26
C: 8.46 -3.46 6.51  -0.46
C: 8.78 -2.92 5.22  -0.64
C: 7.87 -3.05 4.15  -0.25
C: 6.59 -3.65 4.34  0.13
C: 6.35 -4.24 5.62  -0.31
C: 7.26 -4.13 6.67  -0.47
N: 5.64 -3.75 3.18  1.03
O: 6.06 -3.63 2.03  -0.59
O: 4.44 -3.87 3.47  -0.57
H: 9.14 -3.30 7.34  0.48
H: 9.75 -2.50 5.01  0.42
H: 8.20 -2.70 3.19  0.43
H: 5.42 -4.77 5.77  0.43
H: 7.03 -4.55 7.64  0.39
C: -5.71 1.09 -1.45  -0.32
C: -5.00 0.57 -0.37  -0.35
C: -4.92 1.41 0.75  0.04
C: -5.45 2.68 0.77  -0.71
C: -6.17 3.12 -0.31  -0.15
C: -6.31 2.30 -1.44  -0.66
N: -5.23 3.60 1.91  1.13
O: -5.96 4.56 2.08  -0.61
O: -4.52 3.18 2.82  -0.58
H: -5.67 0.51 -2.36  0.58
H: -4.44 -0.35 -0.44  0.09
H: -4.32 0.97 1.54  0.51
H: -6.63 4.09 -0.35  0.52
H: -6.90 2.61 -2.30  0.50
C: 3.15 3.83 0.83  -0.78
C: 2.80 3.91 -0.61  1.01
O: 2.46 2.98 -1.36  -0.57
C: 2.60 5.39 -1.07  -1.30
H: 2.33 4.25 1.41  0.10
H: 4.13 4.30 0.97  0.50
H: 3.13 2.77 1.07  0.00
H: 1.97 5.47 -1.96  0.29
H: 3.63 5.67 -1.28  0.43
H: 2.24 5.95 -0.21  0.37

**Electronic energy**: -4123.7826 hartree
**Spin multiplicity**: 2
**Frontier orbital gap (spin up / spin down)**: 6.67 / 3.13 eV
**Total charge**: +1

---

Record 2
Here is a molecular structure, C57H52AsCl4CsIO8PSSe2 from the OMol25 dataset. Energies are from ωB97M-V/def2-TZVPD.

Each line ends with the Mulliken charge.
Cartesian coordinates (Å):
Cs: 0.26 -0.36 0.49  1.92
C: 3.79 4.49 2.53  -1.19
Se: 2.25 3.32 2.66  0.31
C: 1.60 3.68 0.85  -0.04
C: 2.58 3.31 -0.26  -0.78
Se: 3.39 1.56 0.07  0.55
C: 4.51 1.56 -1.52  -1.30
H: 3.51 5.44 2.07  0.32
H: 4.59 4.02 1.95  0.25
H: 4.14 4.68 3.54  0.36
H: 1.38 4.75 0.81  0.54
H: 0.67 3.13 0.72  -0.51
H: 3.38 4.05 -0.35  0.55
H: 2.06 3.25 -1.22  0.29
H: 3.93 1.71 -2.43  0.28
H: 4.99 0.58 -1.57  0.28
H: 5.27 2.33 -1.44  0.48
I: -2.14 2.39 -0.43  0.92
C: -1.20 3.92 -1.58  -0.86
C: -1.05 5.11 -0.93  -0.68
C: -0.71 6.30 -1.62  -0.92
C: -0.58 6.27 -2.97  -0.86
C: -0.72 5.06 -3.69  1.01
C: -0.64 5.07 -5.10  -0.80
C: -0.75 3.92 -5.82  -1.14
C: -0.85 2.69 -5.13  -0.23
C: -0.91 2.61 -3.77  0.30
P: -0.65 0.95 -2.95  1.47
C: 0.51 0.17 -4.15  -0.01
C: 0.19 -0.60 -5.27  -0.03
C: 1.20 -1.12 -6.07  -0.75
C: 2.54 -0.88 -5.77  -0.60
C: 2.86 -0.12 -4.65  -0.09
C: 1.85 0.38 -3.85  -0.23
C: -2.24 0.10 -3.37  0.54
C: -3.43 0.82 -3.55  -0.64
C: -4.64 0.17 -3.73  -0.62
C: -4.69 -1.22 -3.73  -0.68
C: -3.52 -1.95 -3.55  -0.71
C: -2.31 -1.29 -3.36  -0.37
C: -0.94 3.83 -2.99  0.55
H: -1.25 5.15 0.14  0.56
H: -0.60 7.22 -1.07  0.43
H: -0.39 7.18 -3.53  0.34
H: -0.50 6.02 -5.60  0.35
H: -0.71 3.93 -6.90  0.41
H: -0.84 1.77 -5.71  0.39
H: -0.84 -0.80 -5.51  0.41
H: 0.94 -1.73 -6.93  0.39
H: 3.32 -1.30 -6.39  0.35
H: 3.90 0.05 -4.38  0.41
H: 2.10 0.93 -2.94  -0.44
H: -3.41 1.90 -3.53  0.31
H: -5.55 0.74 -3.84  0.42
H: -5.64 -1.73 -3.84  0.36
H: -3.55 -3.03 -3.52  0.41
H: -1.42 -1.87 -3.18  0.33
Cl: -1.60 2.07 6.89  -0.28
C: -0.92 1.02 5.68  0.75
C: -0.65 -0.30 5.98  0.04
Cl: -0.93 -0.92 7.59  -0.27
C: -0.18 -1.14 4.96  0.98
Cl: 0.07 -2.83 5.31  -0.29
C: 0.08 -0.71 3.66  -2.16
O: 0.40 -1.57 2.69  -0.14
C: -0.05 0.71 3.38  -1.37
O: 0.33 1.21 2.26  -0.30
C: -0.64 1.51 4.40  0.58
Cl: -1.10 3.13 3.97  -0.25
O: 1.88 -2.62 -2.30  -0.77
H: 2.16 -2.35 -1.41  0.20
H: 0.92 -2.55 -2.25  0.32
O: -1.77 -1.85 -0.44  -0.27
H: -2.45 -1.16 -0.36  0.08
H: -1.92 -2.36 0.38  0.22
O: -2.21 -2.71 2.17  -0.89
H: -2.75 -1.92 2.36  0.28
H: -1.30 -2.46 2.44  0.25
O: 2.14 -1.85 0.37  0.29
As: 2.43 -2.72 1.77  0.35
C: 1.18 -4.14 2.07  0.82
C: 0.31 -4.39 1.02  -0.72
C: -0.58 -5.45 1.11  -0.53
C: -0.58 -6.26 2.23  -0.73
C: 0.30 -6.01 3.27  -0.99
C: 1.18 -4.95 3.20  -0.02
C: 3.98 -3.83 1.24  0.54
C: 4.78 -3.32 0.21  -0.69
C: 5.87 -4.04 -0.26  -0.69
C: 6.19 -5.27 0.30  -0.50
C: 5.40 -5.78 1.32  -0.81
C: 4.30 -5.07 1.78  -0.05
C: 3.18 -1.80 3.27  0.42
C: 3.82 -2.53 4.28  -0.40
C: 4.35 -1.86 5.37  -1.04
C: 4.26 -0.48 5.45  -0.81
C: 3.65 0.24 4.43  -0.59
C: 3.09 -0.41 3.34  0.28
H: 0.30 -3.75 0.14  0.57
H: -1.28 -5.63 0.30  0.43
H: -1.29 -7.09 2.30  0.35
H: 0.28 -6.64 4.16  0.40
H: 1.83 -4.73 4.03  0.61
H: 4.52 -2.37 -0.23  0.38
H: 6.47 -3.64 -1.07  0.38
H: 7.03 -5.84 -0.07  0.36
H: 5.63 -6.75 1.76  0.39
H: 3.68 -5.50 2.56  0.26
H: 3.90 -3.60 4.21  0.29
H: 4.83 -2.43 6.16  0.39
H: 4.67 0.04 6.31  0.37
H: 3.57 1.32 4.49  0.30
H: 2.61 0.16 2.56  0.24
O: -9.68 3.57 0.49  -0.49
C: -9.36 2.32 0.03  0.62
O: -10.22 1.68 -0.52  -0.60
C: -7.96 1.87 0.27  0.98
C: -6.93 2.73 0.65  -0.82
C: -5.65 2.26 0.89  -0.80
C: -5.34 0.89 0.76  -0.09
S: -3.73 0.29 1.09  -0.11
C: -6.39 0.04 0.35  -0.62
C: -7.66 0.52 0.11  -0.63
H: -8.92 3.91 0.97  0.29
H: -7.09 3.80 0.75  0.16
H: -4.87 2.94 1.19  0.46
H: -6.17 -1.01 0.23  0.42
H: -8.45 -0.15 -0.20  0.38

**Electronic energy**: -12742.0817 hartree
**Frontier orbital gap**: 5.26 eV
**Total charge**: -2

---

Record 3
Here is a molecular structure, C57H52BBrCrN4O5PS from the OMol25 dataset. Energies are from ωB97M-V/def2-TZVPD.

Each line ends with the Mulliken charge.
Cartesian coordinates (Å):
Cr: 0.57 -0.72 -0.05  -0.98
C: 0.15 -0.33 2.87  -2.77
O: 0.22 0.51 1.70  0.52
C: -0.18 1.84 1.78  -0.13
C: -1.38 2.15 2.45  -0.47
C: -1.70 3.51 2.51  -0.22
Br: -3.27 3.98 3.49  -0.29
C: -1.00 4.50 1.89  -1.20
C: 0.15 4.16 1.09  0.77
C: 0.58 2.79 1.17  0.62
O: 1.86 2.43 0.72  -0.64
C: 0.78 5.12 0.28  -0.07
N: 0.69 6.45 0.40  -0.94
C: 1.40 6.96 -0.65  0.56
C: 1.61 8.29 -1.03  -0.80
C: 2.35 8.55 -2.17  -0.42
C: 2.89 7.53 -2.94  -0.61
C: 2.71 6.19 -2.58  -0.59
C: 1.97 5.94 -1.44  0.21
N: 1.61 4.75 -0.81  0.22
H: 1.18 -0.64 3.07  0.05
H: -1.78 -1.15 2.61  0.46
H: -0.22 0.26 3.71  0.59
H: -2.03 1.39 2.85  0.65
H: -1.30 5.53 1.94  0.55
H: 2.26 3.22 0.34  0.35
H: 1.18 9.09 -0.44  0.44
H: 2.51 9.58 -2.47  0.37
H: 3.45 7.76 -3.84  0.39
H: 3.12 5.39 -3.17  0.36
H: 1.45 3.91 -1.34  -0.01
C: -1.46 -7.52 0.59  -0.66
C: -2.56 -6.90 0.02  -0.89
C: -2.64 -5.52 -0.03  -0.56
C: -1.61 -4.73 0.49  0.90
C: -0.51 -5.36 1.07  -0.64
C: -0.44 -6.74 1.13  -0.89
P: -1.48 -2.90 0.25  2.05
C: -3.22 -2.33 0.37  0.27
C: -3.46 -1.06 -0.17  -0.43
C: -4.67 -0.42 0.03  -0.69
C: -5.66 -1.04 0.78  -0.58
C: -5.43 -2.30 1.33  -1.04
C: -4.22 -2.93 1.12  -0.12
C: -0.92 -2.81 -1.46  0.71
C: -1.46 -3.57 -2.50  -0.75
C: -0.89 -3.50 -3.76  -0.93
C: 0.22 -2.69 -3.97  -1.00
C: 0.73 -1.92 -2.93  -0.33
C: 0.17 -1.95 -1.65  -0.07
H: -1.39 -8.60 0.63  0.39
H: -3.36 -7.50 -0.39  0.42
H: -3.51 -5.05 -0.48  0.42
H: 0.27 -4.73 1.48  0.32
H: 0.42 -7.21 1.59  0.45
H: -2.67 -0.56 -0.72  0.09
H: -4.84 0.56 -0.39  0.49
H: -6.60 -0.54 0.95  0.37
H: -6.20 -2.78 1.93  0.44
H: -4.05 -3.91 1.56  0.29
H: -2.31 -4.22 -2.33  0.37
H: -1.30 -4.09 -4.58  0.41
H: 0.68 -2.65 -4.95  0.43
H: 1.58 -1.27 -3.13  0.51
C: -0.39 5.54 -5.42  -1.61
C: 0.31 4.32 -6.02  2.20
C: 1.59 4.80 -6.71  -2.05
C: -0.59 3.67 -7.08  -1.77
C: 0.60 3.32 -4.91  0.75
C: 1.90 2.96 -4.55  -0.32
C: 2.17 2.12 -3.46  -1.44
C: 1.10 1.64 -2.77  -0.97
O: 1.05 0.88 -1.64  0.30
B: -0.34 0.60 -1.37  0.92
O: -1.10 1.31 -2.31  -0.62
C: -0.21 1.93 -3.14  0.94
C: -0.48 2.77 -4.19  -1.21
H: -0.61 6.27 -6.20  0.47
H: 0.24 6.01 -4.67  0.27
H: -1.33 5.26 -4.95  0.32
H: 1.32 5.50 -7.50  0.45
H: 2.14 3.98 -7.17  0.41
H: 2.25 5.32 -6.02  0.34
H: -0.80 4.38 -7.88  0.47
H: -1.54 3.35 -6.66  0.31
H: -0.11 2.79 -7.52  0.37
H: 2.73 3.37 -5.10  0.50
H: 3.19 1.88 -3.17  0.50
H: -1.50 3.02 -4.44  0.51
C: 5.39 0.44 2.58  -1.42
C: 4.48 -0.45 1.82  0.93
C: 4.64 -1.75 1.36  -1.43
C: 3.43 -2.07 0.72  0.04
N: 2.59 -1.04 0.80  0.75
N: 3.24 -0.08 1.48  -0.03
C: 3.02 -3.33 0.03  -0.79
H: 6.36 -0.03 2.71  0.37
H: 4.99 0.67 3.57  0.28
H: 5.54 1.39 2.06  0.28
H: 5.51 -2.37 1.47  0.49
H: 2.82 0.86 1.48  -0.12
H: 3.53 -4.18 0.47  0.42
H: 3.26 -3.29 -1.03  0.25
H: 1.94 -3.46 0.13  -0.07
C: -2.12 -5.92 9.28  -1.10
C: -2.02 -5.18 7.97  0.75
O: -2.82 -4.34 7.62  -0.54
S: -0.60 -5.68 7.02  -0.28
C: -0.61 -4.51 5.71  0.09
C: -1.55 -4.58 4.68  -1.09
C: -1.55 -3.62 3.68  0.36
C: -0.64 -2.57 3.66  0.04
C: 0.29 -2.52 4.70  -0.50
C: 0.31 -3.47 5.71  -1.02
C: -0.74 -1.53 2.56  2.71
C: -0.40 -2.04 1.16  0.01
H: -3.15 -6.21 9.45  0.30
H: -1.81 -5.24 10.07  0.28
H: -1.47 -6.80 9.31  0.36
H: -2.26 -5.39 4.65  0.48
H: -2.29 -3.70 2.90  0.48
H: 1.04 -1.74 4.73  0.46
H: 1.04 -3.41 6.50  0.44

**Electronic energy**: -7181.4515 hartree
**Spin multiplicity**: 5
**Relative energy (zero: lowest compared OMol25 entry of this formula, charge and spin)**: 92.3 kJ/mol
**Frontier orbital gap (spin up / spin down)**: 3.79 / 6.67 eV
**Total charge**: -1